DFT (wB97M-V/def2-TZVPD) results for a molecular structure, C40H61Cl3IN2O2P2RhSbSi4.

Last column: Löwdin charge in e.
Positions of all 117 atoms, in Å:
Rh (-0.294, -0.382, -0.104)  0.379
O (-0.308, -0.207, 2.082)  -0.538
P (0.470, 0.645, 3.077)  0.757
C (2.017, 1.256, 2.358)  -0.346
P (2.803, -0.015, 1.348)  0.768
O (1.854, -0.501, 0.285)  -0.478
C (3.414, -1.263, 2.481)  -0.271
C (4.486, -0.950, 3.318)  -0.069
C (4.958, -1.892, 4.215)  -0.062
C (4.376, -3.154, 4.266)  -0.059
C (3.318, -3.471, 3.430)  -0.056
C (2.831, -2.522, 2.542)  -0.095
C (4.244, 0.723, 0.577)  -0.272
C (4.761, 0.064, -0.539)  -0.066
C (5.897, 0.550, -1.164)  -0.059
C (6.522, 1.692, -0.678)  -0.062
C (6.010, 2.350, 0.430)  -0.063
C (4.872, 1.867, 1.059)  -0.078
C (0.908, -0.286, 4.552)  -0.296
C (0.500, -1.600, 4.713)  -0.087
C (0.798, -2.279, 5.888)  -0.057
C (1.508, -1.645, 6.894)  -0.062
C (1.917, -0.325, 6.737)  -0.062
C (1.609, 0.357, 5.575)  -0.078
C (-0.352, 2.076, 3.804)  -0.299
C (-1.254, 1.829, 4.841)  -0.085
C (-1.868, 2.880, 5.501)  -0.066
C (-1.582, 4.188, 5.135)  -0.061
C (-0.676, 4.442, 4.115)  -0.059
C (-0.059, 3.391, 3.454)  -0.119
H (2.683, 1.625, 3.141)  0.082
H (1.752, 2.062, 1.672)  -0.040
H (4.964, 0.022, 3.267)  0.108
H (5.787, -1.649, 4.865)  0.110
H (4.757, -3.893, 4.960)  0.111
H (2.865, -4.452, 3.466)  0.117
H (1.997, -2.764, 1.898)  0.007
H (4.269, -0.825, -0.915)  0.110
H (6.297, 0.038, -2.028)  0.112
H (7.409, 2.070, -1.168)  0.112
H (6.494, 3.243, 0.803)  0.111
H (4.476, 2.399, 1.915)  0.103
H (-0.049, -2.082, 3.924)  0.013
H (0.476, -3.304, 6.013)  0.114
H (1.742, -2.175, 7.808)  0.111
H (2.462, 0.173, 7.528)  0.110
H (1.902, 1.396, 5.473)  0.114
H (-1.454, 0.814, 5.156)  0.109
H (-2.560, 2.678, 6.308)  0.113
H (-2.057, 5.011, 5.652)  0.112
H (-0.446, 5.461, 3.834)  0.112
H (0.640, 3.609, 2.658)  0.062
C (-0.280, 0.799, -2.922)  -0.237
C (0.006, 0.702, -4.438)  -0.141
N (0.716, -0.525, -4.763)  -0.150
C (-0.145, -1.645, -4.420)  -0.131
C (-0.553, -1.591, -2.930)  -0.195
N (0.104, -0.459, -2.215)  -0.248
C (1.583, -0.606, -2.429)  -0.157
C (1.918, -0.592, -3.941)  -0.131
H (-1.330, 0.971, -2.717)  0.018
H (0.282, 1.607, -2.467)  0.007
H (0.610, 1.554, -4.754)  0.127
H (-0.924, 0.727, -5.009)  0.112
H (0.386, -2.574, -4.631)  0.128
H (-1.030, -1.618, -5.058)  0.125
H (-0.249, -2.508, -2.443)  0.016
H (-1.627, -1.471, -2.802)  0.070
H (1.887, -1.533, -1.951)  0.055
H (2.062, 0.216, -1.904)  0.100
H (2.476, -1.489, -4.211)  0.125
H (2.542, 0.270, -4.182)  0.124
I (-0.309, 2.377, -0.004)  0.567
C (-4.449, -3.064, 0.535)  -0.246
Si (-4.589, -1.922, -0.936)  0.334
C (-6.392, -1.469, -1.117)  -0.200
C (-4.110, -2.627, -2.607)  -0.249
Sb (-2.931, 0.023, -0.406)  0.905
Si (-3.900, 1.959, -1.916)  0.343
C (-3.525, 1.602, -3.726)  -0.217
C (-5.756, 1.886, -1.725)  -0.206
C (-3.378, 3.699, -1.504)  -0.238
Si (-3.977, 0.580, 1.907)  0.347
C (-5.831, 0.298, 1.845)  -0.212
C (-3.710, 2.396, 2.242)  -0.214
C (-3.335, -0.613, 3.192)  -0.207
H (-4.877, -4.039, 0.285)  0.049
H (-5.018, -2.667, 1.378)  0.016
H (-3.424, -3.226, 0.859)  -0.052
H (-6.888, -2.436, -1.257)  0.050
H (-6.593, -0.880, -2.007)  0.016
H (-6.850, -0.985, -0.257)  0.014
H (-4.831, -3.380, -2.935)  0.045
H (-3.126, -3.088, -2.607)  -0.060
H (-4.125, -1.823, -3.349)  0.022
H (-3.437, 0.535, -3.944)  0.020
H (-2.615, 2.098, -4.063)  0.026
H (-4.347, 1.994, -4.332)  0.046
H (-6.194, 1.076, -2.300)  0.014
H (-6.138, 2.825, -2.140)  0.049
H (-6.106, 1.821, -0.698)  0.011
H (-2.307, 3.825, -1.394)  -0.064
H (-3.865, 4.060, -0.597)  0.028
H (-3.718, 4.323, -2.338)  0.044
H (-6.322, 0.733, 0.976)  0.001
H (-6.254, 0.784, 2.730)  0.047
H (-6.094, -0.759, 1.897)  0.022
H (-4.333, 2.970, 1.551)  0.026
H (-2.675, 2.712, 2.112)  -0.014
H (-4.026, 2.643, 3.257)  0.036
H (-3.731, -1.610, 2.982)  0.021
H (-3.697, -0.316, 4.180)  0.044
H (-2.251, -0.685, 3.202)  -0.017
Cl (-1.644, -4.010, -0.965)  0.344
Si (-0.382, -2.723, 0.088)  -0.568
Cl (1.445, -3.609, -0.409)  0.316
Cl (-0.810, -3.348, 2.014)  0.335

The value obtained for the gap between HOMO and LUMO is 7.43 eV. The energy relative to the best compared isomer or geometry (same formula, charge and spin) comes out at 0.000 eV. As for the largest force on an atom: 0.4 eV/Å. The calculation puts the lowest unoccupied orbital energy at -2.95 eV. As for the charge: +1.

DFT (wB97M-V/def2-TZVPD) results for a molecular structure, C40H63BrCdGeN5O4SSi3.

Last column: Löwdin charge in e.
Positions of all 119 atoms, in Å:
Cd (-1.601, -1.305, 0.843)  1.237
Br (-2.724, -1.984, 3.728)  0.794
C (-1.016, -2.519, 4.342)  -0.625
C (-0.940, -2.912, 5.650)  -0.177
C (0.287, -3.339, 6.194)  -0.113
C (1.396, -3.371, 5.403)  -0.069
C (1.336, -2.972, 4.044)  -0.192
C (2.505, -3.030, 3.249)  -0.070
C (2.455, -2.638, 1.944)  -0.109
C (1.248, -2.154, 1.398)  -0.171
C (0.062, -2.073, 2.099)  -0.191
C (0.114, -2.513, 3.463)  -0.254
H (-1.831, -2.891, 6.264)  0.080
H (0.337, -3.645, 7.233)  0.088
H (2.350, -3.706, 5.800)  0.098
H (3.424, -3.399, 3.694)  0.096
H (3.341, -2.698, 1.321)  0.090
H (1.270, -1.852, 0.354)  0.047
C (1.474, -5.153, -7.560)  -0.069
C (0.907, -4.960, -6.178)  -0.294
C (-0.140, -4.074, -5.947)  -0.055
C (-0.658, -3.890, -4.671)  -0.080
C (-0.120, -4.586, -3.600)  -0.329
C (0.924, -5.477, -3.816)  -0.084
C (1.429, -5.662, -5.094)  -0.059
S (-0.766, -4.446, -1.899)  0.900
O (-1.122, -2.906, -2.075)  -0.505
O (0.443, -4.641, -1.081)  -0.485
N (-2.021, -2.661, -0.900)  -0.255
C (-3.321, -2.414, -1.465)  -0.263
C (-4.323, -1.976, -0.372)  -0.720
O (-5.495, -1.784, -0.736)  -0.064
O (-3.875, -1.834, 0.807)  -0.227
H (0.945, -4.539, -8.290)  0.066
H (1.397, -6.195, -7.878)  0.072
H (2.531, -4.878, -7.595)  0.074
H (-0.553, -3.510, -6.777)  0.105
H (-1.468, -3.193, -4.498)  0.108
H (1.358, -5.989, -2.966)  0.101
H (2.252, -6.352, -5.252)  0.105
H (-3.755, -3.304, -1.955)  0.098
H (-3.321, -1.609, -2.220)  0.100
C (0.238, 1.563, 2.602)  -0.187
N (0.656, 2.871, 3.145)  -0.090
C (1.368, 2.634, 4.400)  -0.192
N (0.557, 1.918, 5.391)  -0.085
C (0.143, 0.637, 4.781)  -0.175
N (-0.601, 0.834, 3.549)  -0.083
C (-1.786, 1.637, 3.826)  -0.181
N (-1.431, 2.949, 4.407)  -0.084
C (-0.559, 3.633, 3.447)  -0.183
C (-0.657, 2.707, 5.625)  -0.196
H (1.123, 0.959, 2.382)  0.106
H (-0.322, 1.706, 1.678)  0.059
H (1.671, 3.598, 4.824)  0.116
H (2.266, 2.045, 4.190)  0.120
H (-0.479, 0.091, 5.495)  0.120
H (1.034, 0.040, 4.572)  0.127
H (-2.427, 1.097, 4.526)  0.105
H (-2.328, 1.785, 2.889)  0.102
H (-0.272, 4.605, 3.862)  0.119
H (-1.112, 3.793, 2.521)  0.103
H (-1.287, 2.172, 6.340)  0.118
H (-0.372, 3.670, 6.059)  0.113
C (0.141, -0.528, -3.921)  -0.210
Si (1.750, -0.368, -2.980)  0.286
C (3.046, 0.327, -4.179)  -0.234
C (2.356, -2.048, -2.417)  -0.213
Ge (1.505, 1.169, -1.176)  0.710
Si (0.270, 3.135, -1.692)  0.275
C (-1.215, 2.775, -2.775)  -0.226
C (-0.306, 4.010, -0.136)  -0.228
C (1.399, 4.327, -2.644)  -0.237
Si (3.521, 1.726, -0.043)  0.272
C (4.049, 0.408, 1.189)  -0.230
C (3.349, 3.364, 0.869)  -0.227
C (4.956, 1.917, -1.264)  -0.239
H (0.273, -1.248, -4.735)  0.019
H (-0.168, 0.428, -4.348)  0.008
H (-0.653, -0.894, -3.269)  0.020
H (3.071, -0.266, -5.099)  0.021
H (4.043, 0.313, -3.733)  0.003
H (2.821, 1.363, -4.445)  0.011
H (2.525, -2.679, -3.298)  0.030
H (1.637, -2.568, -1.781)  -0.004
H (3.300, -1.968, -1.869)  0.023
H (-1.834, 2.004, -2.311)  0.008
H (-0.920, 2.441, -3.772)  0.008
H (-1.818, 3.683, -2.888)  0.027
H (-1.082, 3.399, 0.331)  -0.012
H (-0.737, 4.983, -0.395)  0.032
H (0.499, 4.163, 0.587)  0.010
H (1.718, 3.881, -3.590)  0.012
H (2.301, 4.570, -2.077)  0.003
H (0.872, 5.261, -2.865)  0.019
H (3.275, 0.190, 1.927)  0.005
H (4.954, 0.731, 1.715)  0.027
H (4.271, -0.533, 0.680)  0.014
H (2.572, 3.304, 1.636)  -0.002
H (3.075, 4.175, 0.189)  0.009
H (4.299, 3.629, 1.346)  0.024
H (5.199, 0.959, -1.729)  0.010
H (5.850, 2.286, -0.750)  0.019
H (4.706, 2.616, -2.066)  0.017
C (-5.414, 1.460, 1.095)  -0.050
C (-4.418, 2.153, 0.153)  -0.631
C (-4.195, 3.604, 0.597)  -0.065
C (-4.984, 2.125, -1.273)  -0.055
C (-3.149, 1.405, 0.201)  -0.221
C (-2.097, 0.785, 0.240)  -0.149
H (-6.383, 1.971, 1.057)  0.075
H (-5.044, 1.488, 2.123)  0.078
H (-5.543, 0.413, 0.813)  0.071
H (-5.141, 4.156, 0.578)  0.074
H (-3.487, 4.108, -0.064)  0.067
H (-3.796, 3.639, 1.614)  0.072
H (-5.947, 2.647, -1.306)  0.075
H (-5.134, 1.092, -1.589)  0.083
H (-4.299, 2.609, -1.973)  0.065

As for the spin multiplicity: 2. The value obtained for the gap between HOMO and LUMO (spin up / spin down) is 5.76 / 5.59 eV. The energy relative to the best compared isomer or geometry (same formula, charge and spin) comes out at 0.000 eV. As for the largest force on an atom: 0.4 eV/Å. The calculation puts the lowest unoccupied orbital energy (spin up / spin down) at 3.88 / 3.71 eV. As for the charge: -2.